Record 1
Density functional theory data (ωB97M-V/def2-TZVPD) for the molecule CH3N3O at a distorted geometry.

```
8
Properties=species:S:1:pos:R:3:lowdin_charge:R:1
C -0.4468 0.5274 -0.0523 -0.25
N 0.7778 0.8682 -0.7683 0.04
N 1.4696 -0.1072 -0.7765 -0.03
O 0.9532 -1.2114 -0.2100 -0.11
N -0.3754 -0.8615 0.3319 -0.01
H -0.6989 1.3198 0.7033 0.13
H -1.2607 0.4734 -0.6491 0.07
H -0.4188 -1.0087 1.4210 0.15
```

Its SMILES is C1N=NON1. The calculation puts the HOMO energy at -9.612 eV. The calculation puts the molecular weight at 73.06 u.


Record 2
Density functional theory data (ωB97M-V/def2-TZVPD) for a 5-piece molecular cluster, C2H17N2O4 overall at a distorted geometry.

```
25
Properties=species:S:1:pos:R:3:lowdin_charge:R:1
C -2.2703 -1.4785 0.1618 -0.17
N -1.9715 -1.3279 1.6454 0.04
C -1.9839 -0.0687 -0.6973 -0.07
N -0.4079 0.1176 -0.8637 0.13
H -3.2990 -1.6696 -0.0441 0.09
H -1.6158 -2.1619 -0.3683 0.10
H -1.4536 -2.1797 1.9574 0.10
H -2.7117 -1.1325 2.1573 0.00
H -2.4851 0.6493 -0.1060 0.08
H -2.3619 0.0775 -1.7697 0.14
H -0.0388 1.0850 -0.9858 0.12
H -0.0316 -0.2148 0.0727 0.11
H 0.1724 -0.3901 -1.6660 0.13
H 0.0404 4.0439 -0.2351 0.11
H 0.3125 2.9027 0.6620 -0.08
O -0.1414 3.0696 -0.0481 0.00
H 2.4297 0.9446 1.8575 -0.02
H 3.4016 2.0032 1.6541 0.05
O 2.7983 1.4431 1.1750 -0.02
H 1.3213 -0.8688 2.1557 -0.03
H 2.3033 -1.0346 0.8919 0.05
O 1.4996 -1.1974 1.3675 0.02
H 1.3743 -1.9160 -2.5861 0.04
H 1.7214 -0.5583 -3.3919 0.04
O 1.2313 -1.0434 -2.8088 0.05
```

As for the charge: +1. The calculation puts the HOMO energy at -13.095 eV. The calculation puts the molecular weight at 133.17 u.


Record 3
Density functional theory data (ωB97M-V/def2-TZVPD) for a 11-piece molecular cluster, C42H91F12N12O24S12 overall at a distorted geometry.

```
193
Properties=species:S:1:pos:R:3:lowdin_charge:R:1
C -5.4915 -6.8881 1.2489 -0.09
C -4.3067 -5.9457 0.9578 -0.26
C -4.7534 -4.4787 1.0222 -0.17
C -5.7514 -4.0990 -0.1420 -0.07
N -5.8134 -2.5663 -0.5525 -0.19
C -4.3923 -2.0392 -0.9418 -0.12
C -4.6623 -1.0390 -1.9384 -0.14
C -6.2495 -0.8517 -2.1125 -0.11
C -6.7491 -2.1580 -1.7293 -0.10
C -6.3194 -1.8650 0.7962 0.07
H -5.1348 -7.9139 1.1560 0.07
H -6.3308 -6.7526 0.5667 0.06
H -6.0004 -6.6651 2.1867 0.08
H -4.1056 -6.0928 -0.1033 0.08
H -3.3433 -6.2372 1.3761 0.09
H -3.7485 -4.0689 0.9205 0.09
H -5.2658 -4.2826 1.9640 0.12
H -6.7531 -4.3757 0.1868 0.12
H -5.5615 -4.4984 -1.1383 0.12
H -3.9357 -1.7945 0.0173 0.10
H -3.8540 -2.8615 -1.4131 0.11
H -4.2575 -0.1110 -1.5348 0.10
H -4.1776 -1.3498 -2.8639 0.12
H -6.6168 -0.0259 -1.5032 0.12
H -6.3755 -0.5576 -3.1544 0.10
H -7.7913 -2.3431 -1.4694 0.14
H -6.5084 -2.8179 -2.5628 0.14
H -7.3541 -2.1988 0.8741 0.11
H -6.1796 -0.7841 0.8027 0.07
H -5.6159 -2.2813 1.5173 0.07
C -1.5660 -1.0919 -5.2451 -0.07
C -1.7496 0.0824 -4.2397 -0.20
C -0.6517 0.0497 -3.1603 -0.18
C -0.8173 0.9149 -1.9461 -0.04
N 0.1558 0.5056 -0.7318 -0.15
C -0.1636 -0.8833 -0.1132 -0.14
C 0.3142 -0.9421 1.3481 -0.15
C 0.2565 0.5274 1.7215 -0.14
C -0.0690 1.4135 0.5066 -0.07
C 1.6779 0.3565 -1.0662 0.03
H -0.6277 -1.0325 -5.7968 0.05
H -2.4380 -1.0988 -5.8991 0.08
H -1.4853 -1.9588 -4.5892 0.03
H -2.7185 0.1494 -3.7448 0.08
H -1.7448 0.9221 -4.9347 0.12
H 0.3253 0.2579 -3.5965 0.11
H -0.5358 -0.9848 -2.8371 0.09
H -1.8005 0.7000 -1.5273 0.10
H -0.8146 2.0034 -2.0033 0.12
H 0.1236 -1.6124 -0.8709 0.10
H -1.2500 -0.8819 -0.0248 0.10
H 1.2334 -1.5176 1.4571 0.11
H -0.4280 -1.4251 1.9837 0.09
H 1.2331 0.8015 2.1205 0.10
H -0.5060 0.7489 2.4683 0.11
H 0.5977 2.2755 0.5282 0.12
H -1.0949 1.7792 0.5511 0.11
H 2.1948 0.0630 -0.1525 0.08
H 2.0271 1.3821 -1.1857 0.09
H 2.0279 -0.2786 -1.8800 0.10
C 2.6169 -4.4891 -5.2333 -0.11
C 1.3801 -3.6957 -5.0230 -0.23
C 0.2575 -4.4710 -4.2093 -0.19
C 0.6959 -5.0396 -2.8670 -0.06
N -0.5185 -5.7048 -2.0319 -0.21
C -1.4041 -4.6652 -1.4664 -0.10
C -0.9970 -4.3903 0.0083 -0.13
C 0.1520 -5.2820 0.3041 -0.16
C -0.0643 -6.3723 -0.6770 -0.08
C -1.2450 -6.7183 -2.8316 0.01
H 3.1394 -4.5937 -4.2825 0.08
H 3.2769 -4.0326 -5.9709 0.08
H 2.4431 -5.4340 -5.7481 0.08
H 1.0379 -3.1963 -5.9294 0.12
H 1.5516 -2.8459 -4.3623 0.10
H -0.1850 -5.3203 -4.7299 0.10
H -0.6040 -3.8248 -4.0408 0.08
H 1.0929 -4.1295 -2.4173 0.13
H 1.4947 -5.7515 -3.0747 0.13
H -2.3489 -5.2052 -1.4053 0.11
H -1.5695 -3.8172 -2.1310 0.12
H -1.7820 -4.5948 0.7362 0.09
H -0.7781 -3.3461 0.2316 0.10
H 0.1808 -5.6351 1.3349 0.12
H 1.0586 -4.7554 0.0058 0.12
H -0.7655 -7.0726 -0.2231 0.15
H 0.9141 -6.7857 -0.9221 0.13
H -0.4687 -7.4587 -3.0247 0.12
H -1.5781 -6.1812 -3.7197 0.10
H -2.0844 -7.2134 -2.3435 0.11
C 1.3762 3.3484 4.0174 -0.09
C 0.5655 4.5757 3.6042 -0.23
C 0.7528 5.7361 4.5785 -0.16
C 2.0523 6.6144 4.3623 -0.03
N 2.5294 7.3859 5.6830 -0.23
C 3.6167 8.4322 5.3139 -0.08
C 4.9129 7.5462 5.2334 -0.14
C 4.7243 6.6214 6.3962 -0.15
C 3.2474 6.6019 6.7555 -0.10
C 1.3213 8.1021 6.2396 0.00
H 0.8335 2.8538 4.8230 0.08
H 2.3253 3.5810 4.5003 0.05
H 1.5627 2.6544 3.1978 0.05
H -0.4709 4.2396 3.6341 0.12
H 0.7770 4.8653 2.5749 0.10
H 0.6806 5.2958 5.5730 0.11
H -0.0720 6.4203 4.3797 0.11
H 2.0483 7.3303 3.5403 0.14
H 2.9115 6.0152 4.0608 0.11
H 3.8228 9.2418 6.0140 0.13
H 3.2990 9.0051 4.4426 0.13
H 5.7732 8.2101 5.3184 0.12
H 5.0133 7.0590 4.2635 0.12
H 5.2543 6.9429 7.2928 0.12
H 5.1618 5.6684 6.0986 0.12
H 3.0625 7.0444 7.7343 0.13
H 2.7567 5.6382 6.8914 0.14
H 1.6593 9.0316 6.6979 0.10
H 0.8371 7.5069 7.0138 0.10
H 0.5641 8.2496 5.4695 0.10
C 5.8869 0.7199 -1.5366 -0.04
C 6.6012 -0.6034 -1.4596 -0.17
N 7.1502 -0.7507 -0.1215 -0.07
C 8.4420 -1.0674 0.0952 -0.02
C 8.6046 -1.1606 1.4824 0.03
N 7.2918 -1.0155 2.1156 -0.06
C 6.4093 -0.7009 1.0632 0.08
C 7.0570 -1.2964 3.4962 -0.03
H 5.7317 0.9666 -2.5869 0.07
H 6.5188 1.5138 -1.1383 0.10
H 4.9671 0.6426 -0.9569 0.07
H 7.4320 -0.4820 -2.1547 0.13
H 6.0233 -1.4882 -1.7265 0.13
H 9.2266 -1.1781 -0.6387 0.14
H 9.4607 -1.3535 2.1120 0.12
H 5.3295 -0.7101 1.0826 0.16
H 6.0599 -1.7023 3.6673 0.11
H 7.1953 -0.3756 4.0628 0.09
H 7.6234 -2.1110 3.9476 0.10
N -1.3888 6.1793 -2.0776 -0.24
S -0.6208 5.2117 -0.9987 0.56
O -0.4166 5.7410 0.3532 -0.31
O 0.4128 4.2947 -1.5242 -0.32
F -1.8725 4.1755 -0.8363 -0.23
S -0.3541 7.3053 -1.9142 0.45
O 1.0957 7.0670 -2.0148 -0.31
O -0.8248 8.3294 -1.0525 -0.29
F -0.5248 8.0477 -3.3852 -0.24
N 5.7352 3.0513 1.6804 -0.27
S 4.2060 3.5708 1.2673 0.61
O 3.6381 4.8114 1.7781 -0.27
O 3.3591 2.3749 1.0873 -0.32
F 4.5707 4.0253 -0.2616 -0.19
S 5.3854 2.4807 3.0052 0.40
O 4.9017 1.1168 3.0618 -0.32
O 4.9128 3.4335 4.0212 -0.32
F 6.9036 2.2180 3.4048 -0.21
N -3.2911 0.6235 0.9522 -0.25
S -3.5871 0.0989 2.5328 0.60
O -4.9275 -0.2910 2.9817 -0.29
O -2.8495 0.7493 3.6554 -0.29
F -2.9265 -1.3944 2.4632 -0.22
S -4.3149 1.7176 1.0928 0.44
O -3.9856 2.8043 2.0131 -0.26
O -5.7232 1.4251 0.7556 -0.30
F -3.9855 2.5718 -0.2643 -0.22
N -7.0727 2.3114 -5.5094 -0.26
S -7.8472 1.2824 -6.3275 0.44
O -8.4496 0.2391 -5.4546 -0.36
O -7.5045 0.9159 -7.7048 -0.31
F -9.0934 2.2331 -6.5736 -0.21
S -5.6099 1.4565 -5.4728 0.64
O -4.4746 2.2450 -6.0357 -0.32
O -5.5569 -0.0627 -5.7074 -0.37
F -5.2003 1.5968 -3.9404 -0.20
N -1.1198 -4.9848 5.6790 -0.27
S -2.3341 -4.8407 4.8573 0.46
O -2.2206 -5.0683 3.3896 -0.35
O -3.2642 -3.8998 5.4224 -0.27
F -2.8680 -6.2988 5.3678 -0.23
S 0.0815 -4.5357 4.5949 0.58
O 0.2058 -3.2218 4.0466 -0.29
O 0.5595 -5.5293 3.6359 -0.33
F 1.2343 -4.4194 5.7186 -0.21
N 3.2649 1.9227 -6.4483 -0.22
S 3.7259 1.6829 -4.9919 0.45
O 4.9598 0.8760 -4.7993 -0.35
O 2.8690 1.8348 -3.8459 -0.29
F 4.4017 3.1881 -4.8516 -0.25
S 2.3405 0.4625 -6.4743 0.58
O 0.8715 0.6477 -6.5869 -0.30
O 2.7558 -0.7829 -5.8426 -0.32
F 2.7007 0.0846 -7.9608 -0.19
```

As for the charge: -1. The calculation puts the HOMO energy at -6.746 eV. The calculation puts the molecular weight at 1761.03 u.


Record 4
Density functional theory data (ωB97M-V/def2-TZVPD) for the molecule C3H6N2O at a distorted geometry.

```
12
Properties=species:S:1:pos:R:3:lowdin_charge:R:1
C -1.5460 -1.6657 0.1358 0.02
N -0.5593 -0.8599 -0.2238 -0.02
N 0.5810 -0.8732 0.8538 0.04
C 1.0636 0.2589 0.8355 -0.23
C 0.6693 1.3799 -0.1317 -0.32
O 0.0058 1.3951 -1.3115 -0.10
H -2.3208 -1.6081 -0.4352 -0.01
H -1.5898 -2.4077 0.9580 0.09
H 1.9875 0.7202 1.3170 0.14
H -0.0948 1.7138 0.8059 0.17
H 1.5128 1.9590 -0.4119 0.10
H -0.8146 0.7551 -1.1905 0.12
```

Its SMILES is C=N/N=C\CO. The calculation puts the HOMO energy at -8.881 eV. The calculation puts the molecular weight at 86.09 u.


- Which of these has the highest molecular weight?
  C42H91F12N12O24S12


- What is the HOMO energy in the second record?
  -13.095 eV


- Look up the HOMO energy of the fourth one.
  -8.881 eV